Computed, not measured: an isolated molecule of C3HClNP in a non-equilibrium geometry, with wB97M-V/def2-TZVPD.

ORCA input file:
```
! wB97M-V def2-TZVPD RIJCOSX def2/J DEFGRID3
* xyz 0 1
C -0.42 -2.93 -0.10
C 0.05 -0.14 0.66
C -1.26 -1.88 -0.30
N 0.23 -3.89 -0.11
P -1.61 -0.53 0.63
Cl -3.09 0.52 -0.24
H 0.26 0.70 -0.03
*
```

highest occupied orbital energy (alpha / beta): -9.6 / -9.6 eV
ΔE to the lowest compared entry with this formula, charge and spin: 4.2149 eV
LUMO level (alpha / beta): -2.67 / -2.67 eV